# 1
ORCA calculation (the ωB97M-V functional and the def2-TZVPD basis) on 11 unconnected molecules or ions with the total composition C45H106N2O21PS2.

## Properties
**E_tot**: -4604.447604 hartree
**Charge**: +1

Positions of all 177 atoms, in Å:
C  -0.638  -0.536  2.140
H  -5.040  0.233  -6.912
H  8.621  -1.271  0.862
H  -4.519  1.235  -0.127
C  -1.149  7.169  -1.554
H  -6.868  -2.617  -10.361
H  -5.211  -1.994  0.438
C  7.888  -0.360  -1.411
O  -2.089  6.104  -1.560
C  1.131  -0.880  -1.931
H  0.688  -3.914  2.444
H  -4.137  -3.193  -8.156
C  -2.992  -8.697  -1.222
O  -0.839  0.730  -0.756
C  -5.483  -0.864  0.214
H  -4.327  -1.341  -4.265
H  13.243  -2.380  1.359
N  -0.919  2.959  -2.319
H  1.432  -2.237  5.093
C  -1.566  10.070  0.612
H  4.932  -5.355  7.705
H  -7.955  -2.516  -1.986
O  10.719  -1.536  1.515
H  -2.517  -2.007  1.983
H  -4.281  -8.135  0.416
H  -2.716  1.230  1.445
H  12.995  -1.593  2.913
H  0.188  8.145  -2.943
O  -5.474  -3.037  -3.535
C  2.412  2.761  5.697
H  1.202  2.861  2.147
C  0.774  -3.000  4.499
H  8.970  -0.524  -1.392
H  -3.996  0.058  2.344
H  3.950  1.262  5.481
C  1.074  -0.807  -0.335
H  3.219  -5.370  7.305
C  -3.902  6.855  2.906
O  -2.893  -7.374  -1.728
C  -6.392  -0.902  -1.191
C  4.165  -5.896  7.142
H  3.964  2.104  7.049
H  -4.201  1.921  -4.678
H  1.234  -1.162  -4.607
H  11.960  -0.559  0.215
H  3.728  -6.455  5.106
H  -3.772  -9.220  -1.783
C  2.297  -1.518  -4.206
O  -1.185  -2.886  -1.652
H  -4.849  -3.592  -1.474
C  4.508  -5.932  5.667
C  -4.156  0.115  0.069
C  0.306  0.563  0.122
H  -3.310  -2.939  -3.901
H  -5.811  -0.448  -2.099
O  -4.972  1.356  -4.496
H  4.793  0.878  -3.560
H  -3.420  -9.674  0.658
H  -2.010  -1.289  0.328
C  1.011  3.098  0.995
H  -1.613  5.295  -1.813
H  -2.832  7.080  2.966
C  -3.239  0.177  1.460
H  1.924  -0.660  3.684
C  -4.204  -2.253  -3.522
H  5.308  -4.156  5.660
C  -4.647  7.987  2.230
H  3.896  -1.942  0.306
C  1.988  -1.043  2.589
H  -4.002  5.928  2.331
H  4.080  -6.909  7.547
H  -0.168  3.252  0.922
H  7.434  -1.273  -1.809
C  -3.335  -8.662  0.253
C  -6.915  -2.450  -1.420
H  -2.920  -1.884  4.100
H  7.824  0.835  0.392
H  6.281  0.071  -0.039
C  -5.935  1.608  -5.509
H  1.154  -5.098  -0.032
H  -6.084  1.465  -7.660
H  -4.527  8.916  2.795
H  1.770  3.186  6.474
H  7.669  0.469  -2.090
O  4.087  -1.778  3.834
O  -0.632  9.886  -0.442
C  -2.634  -0.869  4.592
H  -4.361  -2.441  -10.319
H  -6.906  -2.367  -8.599
C  2.047  -2.043  -2.635
H  2.644  -2.445  -4.866
H  -1.093  9.778  1.555
H  -1.672  8.084  -1.262
C  0.564  -1.696  1.995
H  -0.030  6.403  -3.235
C  -0.535  7.325  -2.930
H  10.637  -1.669  2.475
H  4.101  -2.624  4.378
H  0.118  -0.864  -2.534
H  2.486  1.478  0.492
H  0.124  10.474  -0.270
H  -2.568  -8.120  0.816
H  5.459  -6.445  5.498
O  4.518  -0.079  -3.369
H  -4.461  1.887  -7.064
H  1.721  -2.553  0.517
C  3.291  -2.030  2.587
H  3.038  -3.185  2.616
O  0.857  -4.631  -0.884
O  -0.097  -0.001  4.984
S  -1.118  -0.018  3.852
P  -0.191  -3.331  -0.242
H  -5.716  7.765  2.155
H  1.601  4.074  0.755
O  -0.126  0.665  1.502
C  11.862  -0.723  1.292
H  -7.382  -0.244  -1.073
H  -6.238  2.658  -5.453
H  -7.098  -2.895  -0.329
H  -0.382  6.955  -0.804
S  -1.528  -4.374  0.684
H  -6.222  -0.402  1.021
H  -2.041  -9.211  -1.391
H  -0.935  -2.996  3.092
C  -4.969  -2.051  -9.498
H  1.064  1.495  5.084
H  11.703  0.246  1.776
H  -3.531  -0.253  -0.866
O  -4.132  8.194  0.923
H  3.038  -2.309  -2.082
O  7.655  -1.159  0.845
O  0.338  -4.065  5.234
H  1.699  2.104  -1.072
H  1.322  -2.975  -2.799
H  -6.327  -4.502  -2.221
C  4.354  -1.673  1.347
H  2.230  -0.578  -0.097
H  -2.417  9.406  0.434
C  -2.091  -1.041  1.492
H  5.331  -2.328  1.542
O  4.607  -4.609  5.161
H  -4.251  7.366  0.426
C  0.253  -2.934  2.972
H  4.637  -0.541  1.481
H  1.656  0.140  -2.280
C  -6.309  -2.754  -9.431
H  -4.285  6.686  3.917
H  -2.433  -1.113  5.742
H  -2.743  11.672  1.461
H  3.002  3.570  5.256
H  2.734  0.869  6.690
H  -3.943  -1.835  -2.440
O  3.440  0.367  -5.482
C  13.098  -1.407  1.839
H  2.326  -0.068  1.994
C  -5.352  1.282  -6.868
C  -2.019  11.514  0.656
C  3.321  1.692  6.267
H  -2.120  -2.675  -1.354
N  0.759  -2.073  0.491
H  -1.167  12.183  0.813
C  3.459  -0.376  -4.341
O  1.590  2.207  4.680
H  -6.812  0.985  -5.309
H  -1.311  7.526  -3.677
H  -2.480  11.802  -0.295
H  -2.192  -6.921  -1.228
O  -4.263  -2.236  -8.280
O  -1.527  1.511  3.747
H  -6.175  -3.826  -9.255
H  13.989  -0.795  1.671
C  -1.008  1.997  -1.418
C  -5.818  -3.429  -2.144
C  7.365  -0.070  -0.019
H  -3.530  -0.081  4.606
C  1.437  1.803  0.023
H  -5.108  -0.976  -9.652

Here are the Löwdin charges for atoms 1 to 2, given in e:
1. C -0.35
2. H 0.06

=====

# 2
ORCA calculation (the ωB97M-V functional and the def2-TZVPD basis) on 10 unconnected molecules or ions with the total composition C45H110O30S5.

## Properties
**E_tot**: -6028.143071 hartree
**Relative energy (zero: lowest compared OMol25 entry of this formula, charge and spin)**: 3.913 eV
**SMILES**: CCOS(C)(=O)=O.CCOS(C)(=O)=O.CCOS(C)(=O)=O.CCOS(C)(=O)=O.CCOS(C)(=O)=O.COCCOCCOC.COCCOCCOC.COCCOCCOC.COCCOCCOC.COCCOCCOC

Positions of all 190 atoms, in Å:
O  1.404  -1.454  -0.215
C  -1.626  -1.011  3.849
H  5.903  -0.277  1.547
O  -6.018  7.837  5.890
C  -4.118  2.708  -4.203
C  -2.226  1.302  1.350
H  7.931  -5.555  0.676
C  -7.227  4.904  -4.560
C  3.806  -5.113  -4.117
H  5.686  0.524  -0.855
O  5.646  -4.227  0.816
H  6.351  -4.701  -1.134
H  3.056  -1.506  -2.742
H  2.139  -6.539  -4.044
H  3.453  3.153  -0.524
H  -6.863  5.805  -5.053
H  1.598  1.710  1.163
O  -1.014  -2.374  6.095
C  5.580  0.141  2.500
H  -0.636  2.510  0.749
H  3.250  1.160  -3.110
O  2.615  4.227  1.026
H  -9.088  4.908  -1.649
O  7.315  -0.752  -3.500
H  -3.146  -6.817  -2.850
S  -0.419  -2.064  4.795
H  3.833  -5.137  -5.206
H  -3.798  -1.145  -2.876
O  -1.185  -4.513  -2.527
H  4.517  -2.475  -4.254
H  6.796  1.805  1.821
H  3.273  -2.915  -5.343
C  6.644  -4.100  -0.273
O  3.280  -0.477  -4.623
O  8.901  -2.026  -1.982
H  6.942  1.178  -1.962
H  -4.024  2.617  4.916
C  6.124  -0.522  -2.744
O  -2.863  -3.782  -0.818
H  -2.529  1.082  -2.888
H  1.146  4.018  -0.488
O  -0.417  -3.481  3.866
C  -0.899  1.454  0.678
H  -7.779  4.349  -5.318
H  -6.996  6.086  5.593
H  -0.022  -4.606  0.579
H  -0.608  -1.435  0.176
H  -4.862  0.268  1.268
C  -3.180  3.225  4.589
C  -5.288  3.523  -4.893
H  -0.646  -5.423  1.991
H  -1.651  -5.778  -4.062
H  -5.883  -2.218  -2.179
H  3.277  -5.322  -0.054
H  -3.103  3.949  6.497
C  6.621  -1.764  3.522
C  1.787  -0.077  -0.120
H  -0.072  -5.966  -3.171
H  -4.437  8.866  6.975
H  -4.103  -1.353  1.460
H  -5.788  5.677  1.878
C  3.699  3.971  0.153
C  -3.084  -6.342  -1.871
H  5.319  4.213  1.594
H  7.294  -0.138  -0.857
C  5.806  1.679  2.258
H  10.231  -2.622  -4.621
C  -5.569  -1.762  -1.240
H  -0.101  -2.862  -0.776
H  8.169  -3.957  1.259
H  -5.804  9.853  6.543
O  7.246  -3.244  -3.526
C  4.980  3.457  0.886
H  -2.540  5.124  5.282
H  -2.254  -6.745  -1.291
H  5.688  -2.269  3.774
O  3.589  -3.363  2.162
O  -0.067  0.586  1.426
H  2.827  0.131  -0.371
C  -0.132  -4.391  -4.662
H  -2.427  -0.807  4.560
H  -6.420  -1.849  -0.564
C  -5.513  8.836  6.805
H  -1.031  1.105  -0.346
H  -2.047  -1.466  2.952
H  -1.590  -4.130  1.286
H  2.301  -3.801  -0.231
H  6.671  -3.082  -0.664
H  8.734  -2.513  -5.483
H  0.073  -2.495  2.117
C  6.525  0.280  -1.507
H  -3.569  1.646  -1.527
H  1.713  -1.506  -3.699
C  -0.789  -5.278  -3.620
C  2.490  -7.661  -1.683
H  0.460  -4.926  -5.405
C  1.314  0.657  1.189
O  3.327  -6.652  -2.259
H  -9.361  4.714  0.858
O  -5.222  -0.381  -1.560
H  -3.345  3.535  3.557
H  -8.933  6.601  -1.147
C  -3.526  1.065  -2.448
H  -6.700  5.575  3.419
C  9.331  -2.015  -4.719
O  -2.735  -0.012  1.086
H  9.473  -0.942  -4.850
H  -0.918  3.442  3.410
H  -2.904  2.043  0.924
O  -4.520  1.695  -3.349
H  -5.808  2.811  -5.533
H  -3.496  2.304  -5.002
C  3.005  0.818  -4.115
S  4.229  -3.314  0.842
C  7.975  -4.517  0.345
H  2.816  -7.950  -0.684
O  0.904  -1.347  4.699
O  4.521  -2.018  0.193
H  -4.958  4.306  -5.575
H  1.848  0.179  2.011
C  2.798  -1.509  -3.801
H  -2.106  1.571  2.400
H  5.718  3.252  0.111
H  1.211  0.367  -0.931
C  3.469  -2.770  -4.280
C  0.049  -1.794  -0.616
H  3.358  1.547  -4.845
H  -5.210  4.589  3.187
O  -7.363  4.273  0.468
O  -2.070  2.377  4.779
C  -8.534  5.596  -1.011
H  -0.140  -1.330  -1.584
H  -4.407  6.123  7.193
C  -3.915  -0.386  -2.102
H  2.553  -8.588  -2.254
H  -1.013  -0.158  3.557
H  0.551  4.425  1.153
H  -0.883  -3.800  -5.185
H  -0.170  2.024  4.305
C  3.272  -4.278  -0.367
H  -7.548  5.641  -1.474
H  4.841  -5.067  -3.776
H  -3.486  3.440  -3.701
O  -5.995  2.475  1.688
C  1.340  4.590  0.419
H  1.290  5.677  0.351
C  -8.463  5.175  0.447
H  5.694  2.103  3.256
H  -8.179  6.064  1.011
O  -4.590  5.002  5.387
H  4.524  -0.114  2.594
H  -4.062  -0.220  2.720
C  3.172  -6.451  -3.706
O  -8.160  3.361  2.697
H  1.929  0.972  -4.036
H  -5.475  4.735  7.212
H  4.005  4.874  -0.374
H  -4.024  -6.468  -1.334
O  4.785  2.149  1.464
H  -4.777  -2.265  -0.685
H  -7.779  5.270  -3.693
O  -6.227  4.098  -3.992
S  8.188  -2.135  -3.256
H  7.418  -2.087  4.192
H  5.430  0.063  -3.346
S  -6.932  3.570  1.947
H  -6.999  6.622  7.202
O  3.050  -3.999  -3.666
O  6.484  -0.317  3.557
S  -2.772  -4.462  -2.126
H  3.768  -4.023  -1.304
O  -3.558  -4.054  -3.277
C  -3.995  -0.282  1.634
H  -5.797  8.662  7.843
C  -0.855  2.871  4.336
H  -3.320  -0.686  -1.240
H  -0.398  3.448  5.141
C  -3.311  4.392  5.523
H  3.744  -7.199  -4.254
H  5.579  -1.446  -2.549
H  6.806  -2.122  2.509
C  0.086  -3.486  2.569
C  -0.572  -4.449  1.507
H  8.842  -4.385  -0.303
C  -6.082  5.030  2.704
H  0.522  -3.580  -4.340
C  -5.131  5.566  6.598
H  1.456  -7.321  -1.623
H  1.155  -3.655  2.698
C  -6.342  6.543  6.336

Here are the Löwdin charges for atoms 1 to 2, given in e:
1. O -0.22
2. C -0.08

=====

Number 1: F_max 0.2350 Eh/bohr. Number 2: F_max 0.0801 Eh/bohr.